1.
77
Properties=species:S:1:pos:R:3:forces:R:3 method="wB97M-V/def2-TZVPD" relative_energy_kj_mol=0.0 lumo_energy_ev="-0.1 / -0.1" spin_multiplicity=5 homo_lumo_gap_ev="5.78 / 5.84"
Fe 0.05468 0.05897 -0.05040 -0.0349 -0.0611 -0.6256
O -0.14457 -3.93861 -3.78350 -0.0669 -0.1140 0.3596
C -0.38575 -2.46592 -1.67640 0.0333 -0.0095 0.0651
N -0.55100 -1.03764 -1.70876 0.0455 0.1869 0.6705
C -0.51570 -0.30567 -2.86554 0.1573 -0.0838 -0.1226
C -0.11167 -0.73447 -4.14244 0.0488 -0.0176 0.0975
C -0.31664 0.04149 -5.28318 0.0723 0.0655 0.0221
C -0.89402 1.28933 -5.16543 -0.0034 -0.0759 0.0394
C -1.12978 1.81294 -3.88892 0.0977 0.0245 0.1255
C -0.85253 1.07784 -2.73705 -0.1891 0.0625 -0.1814
N -0.76677 1.56677 -1.41945 0.0587 -0.2610 0.2456
C -0.74238 2.87103 -1.17325 0.0714 0.0238 -0.1910
O -0.94786 3.82925 -1.93379 -0.0236 -0.0835 0.0238
C -0.34102 3.23210 0.24355 0.0050 0.0359 0.2698
C -0.43603 4.57113 0.61531 -0.0040 0.1422 0.0285
C -0.06938 4.95059 1.89032 0.0046 0.0435 -0.0201
C 0.40064 3.98043 2.76545 -0.0145 -0.0360 0.0498
C 0.47478 2.67749 2.31351 -0.1391 -0.0425 -0.1720
N 0.11272 2.29449 1.08216 -0.2361 0.1560 -0.0420
C -1.15775 -3.09694 -0.46412 0.0413 0.1771 -0.0045
C -1.22803 -4.49396 -0.39035 0.1045 -0.0597 0.0498
C -1.85114 -5.09725 0.68117 0.0417 -0.0350 -0.0649
C -2.41115 -4.29030 1.66212 -0.0128 -0.0645 0.0336
C -2.29306 -2.92524 1.51279 0.0492 -0.0222 -0.0807
N -1.67457 -2.32648 0.48573 0.0471 -0.1900 -0.0979
H 0.41941 -1.67603 -4.23885 -0.0773 0.2622 -0.0184
H -0.00811 -0.33057 -6.25502 -0.0362 -0.0344 0.0694
H -1.10919 1.88153 -6.04786 0.0195 0.0071 0.0965
H -1.47217 2.82796 -3.78265 0.0032 0.0349 0.0227
H -0.79577 5.27247 -0.12495 0.0034 -0.0434 0.0307
H -0.14389 5.98599 2.20365 -0.0034 -0.0477 -0.0274
H 0.70211 4.22465 3.77728 -0.0069 -0.0301 -0.0676
H 0.85735 1.90289 2.96696 -0.0474 -0.0609 0.0169
H -0.78680 -5.09967 -1.17405 0.0077 0.0363 0.0654
H -1.90285 -6.17786 0.75016 -0.0090 0.0534 -0.0106
H -2.92310 -4.70975 2.51951 0.0270 0.0426 -0.0445
H -2.72155 -2.27439 2.26952 0.0620 -0.1108 -0.0538
C -0.99895 -3.17598 -2.93521 0.1249 -0.2164 -0.0016
C 1.08211 -2.75868 -1.24371 -0.2216 -0.1471 0.0113
C 1.91392 -3.80148 -1.64398 0.0245 0.0578 0.0647
C 3.12092 -3.98920 -0.98522 -0.0350 -0.0197 -0.0314
C 3.46288 -3.16400 0.07528 -0.0478 0.0490 -0.0747
C 2.58334 -2.14204 0.40674 0.0187 0.1001 0.0886
N 1.44533 -1.94011 -0.24835 -0.1322 -0.0164 0.2512
Sb 2.97697 -0.83210 2.06675 -0.2025 0.0278 -0.0914
C 2.81281 0.98491 0.90319 0.1560 -0.1726 -0.2166
C 3.33579 2.15088 1.43758 0.0677 -0.1284 -0.0295
C 3.38522 3.28019 0.63239 0.0007 0.0650 -0.0388
C 2.99932 3.17267 -0.68803 -0.0132 0.0319 0.0302
C 2.52625 1.95382 -1.17964 0.0709 -0.1726 0.1708
C 2.23911 1.79466 -2.63979 -0.0770 0.0176 0.0817
N 2.37910 0.88830 -0.36647 0.1624 0.4210 0.0593
C 0.95764 -0.79738 2.88723 -0.0424 0.1630 -0.2316
C 0.81130 -1.13572 4.22569 0.0355 0.0329 -0.1001
C -0.42908 -0.98351 4.82280 -0.0811 -0.0428 0.0987
C -1.48063 -0.49902 4.07097 -0.0348 -0.0142 0.1246
C -1.29375 -0.19111 2.72760 0.2828 -0.0735 -0.2222
C -2.45430 0.28002 1.89262 0.0931 -0.0235 0.1769
N -0.07752 -0.34137 2.15553 -0.3328 -0.2211 -0.0577
H 0.32011 -3.33884 -4.37049 -0.0022 0.0373 -0.1391
H -1.51019 -2.41087 -3.50491 -0.1005 0.0981 -0.0581
H -1.76132 -3.87050 -2.60042 0.0180 -0.0968 -0.0806
H 1.61148 -4.46123 -2.43958 -0.0749 -0.0152 -0.0694
H 3.77882 -4.79796 -1.28213 -0.0180 0.0336 -0.0094
H 4.38195 -3.30888 0.62850 -0.0114 0.0035 0.0016
H 3.69178 2.17651 2.46086 0.0036 0.0068 -0.0216
H 3.75135 4.22260 1.02380 -0.0133 -0.0382 -0.0148
H 3.06930 4.02132 -1.35853 -0.0067 -0.0548 0.0243
H 2.99968 2.31700 -3.22345 -0.0037 -0.0471 0.0288
H 1.26896 2.21891 -2.90508 0.0695 0.0283 -0.0008
H 2.22691 0.74163 -2.91070 -0.0384 -0.0175 -0.0260
H 1.66092 -1.49685 4.79090 -0.0043 0.0091 -0.0062
H -0.57327 -1.23574 5.86714 0.0109 0.0184 -0.0383
H -2.45785 -0.36361 4.51891 0.0261 0.0251 -0.0538
H -3.13075 0.89420 2.48775 0.0564 0.0167 0.0367
H -3.01891 -0.56861 1.49927 0.1083 0.2284 0.0201
H -2.11977 0.85462 1.03839 0.0676 0.1757 -0.2134

=====

2.
30
Properties=species:S:1:pos:R:3:forces:R:3 method="wB97M-V/def2-TZVPD" relative_energy_kj_mol=0.0 lumo_energy_ev=-0.4 homo_lumo_gap_ev=9.73
Li 0.78718 0.62206 -1.65422 -0.0323 -0.2628 -0.0821
O -0.26623 0.06310 -0.03039 1.6533 0.1855 3.9189
H 0.02129 0.15972 0.98295 -0.8607 -0.3545 -3.3152
O -1.14502 -0.44112 3.78848 5.6284 -2.8930 6.6329
H -1.62325 -0.18048 3.11578 -3.2193 2.0021 -5.9911
H -0.14476 -0.62258 3.66070 -3.0349 0.9880 -0.6585
O -1.63325 -0.25480 -2.20131 -1.4427 1.7038 -2.7487
H -1.67393 -1.07108 -2.65888 0.0577 -1.2005 -0.3709
H -1.24411 -0.34704 -1.37897 1.0653 -0.6489 2.9180
O -2.71149 -0.56881 1.30786 1.1483 1.0926 -1.1317
H -2.71406 -1.47666 1.48934 -0.9846 -2.3502 1.2031
H -1.93176 -0.65061 0.70767 -0.3047 1.4407 -0.0300
O 1.47449 -0.42886 3.08361 -0.0498 -0.9084 -2.4687
H 1.83173 -0.68361 3.89428 1.0714 0.0197 2.7488
H 1.67572 -1.26441 2.61025 -0.3701 0.7563 -0.3173
O -0.06883 2.15543 -2.38576 0.9565 4.3444 0.5297
H -0.61687 2.53340 -1.62095 0.0272 -1.3518 -0.3191
H 0.41376 3.06897 -2.51434 -0.8135 -2.8282 -0.2766
O 0.26091 -2.51726 -0.54910 0.6162 0.0787 0.7503
H 1.13389 -2.78072 -0.18915 -0.8118 0.1466 -0.2401
H -0.04967 -1.76224 0.03400 0.4672 -0.2138 -1.0087
O 1.50647 -1.19497 -2.75975 -2.4486 1.4277 2.7699
H 0.96791 -1.69522 -2.03502 1.5048 0.0020 -1.8273
H 2.07269 -1.64226 -3.34675 0.6489 -1.3976 -0.5221
O -1.30237 2.47143 0.00318 0.1390 1.5846 -0.2158
H -2.23719 2.48689 -0.25872 0.5763 -0.8957 0.4608
H -0.87104 1.59367 0.16511 -1.1581 -0.4144 -0.5136
O 2.52542 1.21559 -0.76584 2.8204 2.5619 -0.2180
H 3.23304 1.95606 -0.64212 -1.4916 -1.7692 -1.5457
H 2.32935 1.25640 0.14802 -1.3583 -0.8453 1.8687

=====

3.
12
Properties=species:S:1:pos:R:3:forces:R:3 method="wB97M-V/def2-TZVPD" relative_energy_kj_mol=140.3 lumo_energy_ev=1.0 smiles="CNC(C)=O" homo_lumo_gap_ev=9.92
C -0.49421 -1.57960 -0.82088 -0.1345 1.8878 0.6708
C 0.54333 -0.58383 -0.30424 1.6702 -0.1576 -1.4154
N 0.29538 0.19966 0.82872 -1.7275 -0.1308 0.9933
C -0.08385 1.58794 0.64348 1.6957 0.6562 -0.1191
O 1.55801 -0.41263 -0.95490 -0.4842 -0.2479 0.3760
H -0.74802 -1.15784 -1.79265 0.0398 -0.5009 -0.3160
H -1.37847 -1.43733 -0.20233 -0.0458 -0.8031 0.0689
H -0.06620 -2.56959 -0.88880 -0.2119 -0.1910 -0.0127
H 0.77878 -0.00892 1.69009 0.1626 -0.0201 -0.4258
H -0.26249 2.02644 1.62166 -0.3334 0.0006 -0.0323
H 0.76758 2.14936 0.21280 -0.2331 0.0189 0.0796
H -0.90983 1.78633 -0.03294 -0.3978 -0.5120 0.1327

=====

4.
27
Properties=species:S:1:pos:R:3:forces:R:3 method="wB97M-V/def2-TZVPD" relative_energy_kj_mol=0.0 lumo_energy_ev=0.6 smiles="COC(=O)OC.ClCCl.ClCCl.ClCCl" homo_lumo_gap_ev=11.47
C 2.33297 4.00856 -2.88307 0.1118 0.2568 0.1191
O 2.01818 3.13051 -1.80096 -0.0213 -0.1145 0.1587
C 0.88909 3.42361 -1.16037 -0.1659 -0.4051 -0.3369
O 0.15508 4.34137 -1.40904 -0.0673 0.3889 0.0198
O 0.66050 2.48686 -0.24457 0.4614 0.0164 0.1386
C -0.40156 2.78264 0.65561 -0.2333 -0.0306 0.0094
H 3.16472 3.54703 -3.40250 -0.0494 -0.0736 -0.0996
H 2.64597 4.98069 -2.49931 -0.0706 -0.0262 -0.0020
H 1.46716 4.14492 -3.52534 0.0402 -0.0469 -0.1047
H -1.36600 2.69281 0.15492 0.0125 0.0267 0.0121
H -0.30631 3.79426 1.04397 0.0124 -0.0140 0.0534
H -0.32153 2.04617 1.44735 -0.0252 0.0065 0.0516
C -1.98734 0.76247 -2.20263 -0.0165 0.1746 -0.0461
Cl -0.59255 -0.29070 -1.99010 0.1564 -0.0964 0.0116
Cl -3.30502 -0.05167 -3.04684 -0.0738 0.0266 -0.0313
H -2.34468 1.08095 -1.23190 -0.0089 -0.1042 0.0707
H -1.66811 1.61962 -2.78347 -0.0491 -0.0084 -0.0735
C 0.41274 -2.50489 0.58298 0.0687 -0.0051 -0.3182
Cl 0.09933 -1.07004 1.54546 -0.0653 0.2182 0.1939
Cl 0.75328 -3.91466 1.58375 0.0268 -0.1643 0.0395
H -0.45436 -2.70640 -0.03350 -0.0735 -0.0443 0.0771
H 1.27720 -2.31616 -0.04298 0.0394 0.0114 0.0554
C -0.60229 -6.26092 4.28319 0.2442 0.1087 0.2764
Cl -1.71718 -6.64083 2.98283 -0.1201 -0.0170 -0.1231
Cl 0.10781 -7.70831 5.01695 -0.0021 -0.0347 -0.0119
H 0.20833 -5.65589 3.89617 -0.0151 -0.0223 -0.1022
H -1.12543 -5.72198 5.06340 -0.1163 -0.0271 -0.0377

=====

5.
12
Properties=species:S:1:pos:R:3:forces:R:3 method="wB97M-V/def2-TZVPD" relative_energy_kj_mol=0.0 lumo_energy_ev="0.7 / -3.3" spin_multiplicity=3 homo_lumo_gap_ev="5.96 / 6.75"
C -0.43135 1.54863 0.10074 -3.3327 8.7955 3.6101
N -0.30881 0.34123 -0.25751 -1.2725 -9.7437 -2.2777
O 0.68663 2.15629 -0.21808 0.2701 3.7120 -0.2929
Si -1.47865 -0.90367 0.20696 2.2275 0.3127 1.4676
Si 1.69350 0.87701 -0.57802 1.6162 2.0271 -0.5924
H -1.25872 2.05547 0.69814 1.3357 -0.7035 -1.0463
H -2.25117 -0.28856 1.32613 -0.1477 -0.4403 -0.2672
H -2.16115 -1.18353 -0.99661 -0.9372 -0.3629 -0.9316
H -0.56362 -2.03259 0.64139 -0.7318 0.2627 -0.1381
H 2.96515 1.78282 -0.56931 -0.3738 -1.0532 -0.0320
H 1.60514 0.42552 0.77832 0.8470 -1.9322 0.9126
H 1.46056 0.55160 -1.96820 0.4991 -0.8742 -0.4122

=====

6.
69
Properties=species:S:1:pos:R:3:forces:R:3 method="wB97M-V/def2-TZVPD" total_charge=-1 lumo_energy_ev=1.9 homo_lumo_gap_ev=3.34
C 2.00394 -1.31496 -0.73728 -0.2906 -0.2684 0.0794
C 2.27449 -2.52120 0.17456 -0.4551 0.5153 -0.5331
C 3.65687 -2.53487 0.80587 0.3836 0.0953 0.0839
C 4.05314 -3.87605 1.32825 0.2223 -0.1311 0.2048
Br 5.98419 -3.95749 1.78229 0.0104 -0.0650 0.0566
H 2.42413 -1.55054 -1.71609 0.1896 0.0246 -0.3540
H 2.59025 -0.48179 -0.34063 0.0040 0.4234 0.0457
H 1.52835 -2.53102 0.96285 -0.1967 -0.3085 0.4365
H 2.14026 -3.42740 -0.42201 -0.0814 -0.2925 -0.0190
H 3.69079 -1.81719 1.61924 0.0521 0.2953 0.1466
H 4.38507 -2.21135 0.07057 0.1154 0.0719 -0.2671
H 3.91083 -4.65190 0.59288 0.0409 -0.2643 -0.1850
H 3.56003 -4.14594 2.24936 -0.1826 -0.1211 0.1693
Cl 1.07373 -2.27134 -4.49744 -0.0350 -0.0688 -0.0609
C 2.53817 -1.50210 -5.14981 -0.0311 0.1108 0.0728
C 3.65378 -2.48615 -5.38164 0.0634 -0.0241 -0.0771
Cl 4.31602 -3.15661 -3.87033 0.0018 -0.0182 0.0029
H 2.82881 -0.72142 -4.45012 0.0264 -0.0556 0.0855
H 2.27656 -1.04588 -6.10232 -0.0420 -0.0242 0.0317
H 4.47227 -1.98474 -5.89558 -0.0063 0.0257 0.0018
H 3.31209 -3.31978 -5.99010 -0.0176 -0.0333 0.0155
Cl 6.29874 0.26021 -6.53674 -0.0018 -0.0261 0.0080
C 5.80432 1.38158 -7.82771 0.0828 0.0176 -0.0256
C 4.32282 1.64387 -7.82364 -0.0955 0.0867 0.0188
Cl 3.37657 0.20826 -8.29679 0.0492 0.0033 -0.0791
H 6.12629 0.96107 -8.77642 -0.0001 -0.0429 -0.0054
H 6.33389 2.31700 -7.65672 -0.0041 0.0162 0.0190
H 4.09180 2.42556 -8.54488 0.0009 -0.0022 -0.0187
H 3.97837 1.95579 -6.84155 -0.0077 -0.0399 0.0351
Cl -2.17882 3.26231 -0.38906 -0.0579 0.1183 -0.0025
C -1.51029 1.73749 -1.07141 0.0425 -0.1886 -0.1499
C -0.88103 0.86775 -0.02397 -0.1443 -0.2675 -0.0831
Cl 0.61120 1.55827 0.61673 0.1249 0.3585 0.3151
H -0.79501 2.01158 -1.84093 0.0284 0.0697 0.0249
H -2.34429 1.21197 -1.53221 -0.0363 0.0213 0.0323
H -0.58406 -0.09175 -0.46602 0.1703 -0.0256 -0.0309
H -1.56819 0.69842 0.80135 0.0328 0.0040 -0.0314
Cl -1.14278 -3.89031 1.63886 -0.0332 -0.0065 0.0926
C -0.51654 -5.44053 1.04279 0.0368 0.0416 -0.1308
C -0.20169 -6.40421 2.15726 -0.0835 -0.0908 -0.0383
Cl 1.18077 -5.88800 3.15320 0.0392 0.0263 0.0476
H 0.35897 -5.22474 0.43473 0.0433 0.0444 0.0282
H -1.28871 -5.87816 0.41136 0.0023 -0.0024 -0.0139
H 0.05752 -7.37351 1.73407 0.0272 0.0062 -0.0124
H -1.05502 -6.52430 2.81945 -0.0023 0.0258 0.0369
Cl -4.32558 1.48758 4.22325 -0.0319 -0.0084 -0.0280
C -2.82876 0.78255 4.89104 0.0142 -0.0344 0.1132
C -1.82239 0.44687 3.82497 0.1292 0.0542 -0.1104
Cl -2.34781 -0.90090 2.78686 -0.1216 -0.0425 0.0854
H -3.10937 -0.09811 5.46232 -0.0406 -0.0311 -0.0287
H -2.40898 1.52340 5.56792 -0.0096 0.0475 -0.0031
H -0.88760 0.13858 4.28932 0.0036 -0.0102 0.0207
H -1.62281 1.30074 3.18070 -0.0090 0.0043 -0.0235
Cl -8.05070 5.61883 -0.89190 -0.0172 0.0000 0.0077
C -6.57862 4.68792 -0.48938 0.0361 -0.0158 0.0843
C -5.67778 4.49668 -1.67763 0.0982 -0.0020 -0.0222
Cl -6.40016 3.41882 -2.90322 -0.0117 0.0128 -0.0159
H -6.89290 3.73424 -0.07610 -0.0512 -0.0178 -0.0169
H -6.04851 5.24711 0.27858 0.0059 0.0278 -0.0030
H -4.74718 4.03630 -1.35283 0.0244 -0.0524 0.0079
H -5.45307 5.44277 -2.16180 -0.0399 0.0166 -0.0357
Cl -4.43952 2.57041 7.94934 0.0008 -0.0262 -0.0090
C -3.30399 3.84121 8.46552 0.0106 -0.0036 0.0887
C -3.15450 4.92385 7.42972 0.0179 0.0595 -0.0159
Cl -2.34158 4.33399 5.95997 0.0268 0.0444 -0.0275
H -2.34938 3.36646 8.67467 0.0174 -0.0286 -0.0197
H -3.69481 4.27005 9.38655 -0.0285 0.0082 -0.0032
H -2.54325 5.72877 7.83410 0.0226 -0.0046 0.0038
H -4.11934 5.32594 7.13375 -0.0319 -0.0320 -0.0226

=====

Please write out number 2 again, unchanged.
30
Properties=species:S:1:pos:R:3:forces:R:3 method="wB97M-V/def2-TZVPD" relative_energy_kj_mol=0.0 lumo_energy_ev=-0.4 homo_lumo_gap_ev=9.73
Li 0.78718 0.62206 -1.65422 -0.0323 -0.2628 -0.0821
O -0.26623 0.06310 -0.03039 1.6533 0.1855 3.9189
H 0.02129 0.15972 0.98295 -0.8607 -0.3545 -3.3152
O -1.14502 -0.44112 3.78848 5.6284 -2.8930 6.6329
H -1.62325 -0.18048 3.11578 -3.2193 2.0021 -5.9911
H -0.14476 -0.62258 3.66070 -3.0349 0.9880 -0.6585
O -1.63325 -0.25480 -2.20131 -1.4427 1.7038 -2.7487
H -1.67393 -1.07108 -2.65888 0.0577 -1.2005 -0.3709
H -1.24411 -0.34704 -1.37897 1.0653 -0.6489 2.9180
O -2.71149 -0.56881 1.30786 1.1483 1.0926 -1.1317
H -2.71406 -1.47666 1.48934 -0.9846 -2.3502 1.2031
H -1.93176 -0.65061 0.70767 -0.3047 1.4407 -0.0300
O 1.47449 -0.42886 3.08361 -0.0498 -0.9084 -2.4687
H 1.83173 -0.68361 3.89428 1.0714 0.0197 2.7488
H 1.67572 -1.26441 2.61025 -0.3701 0.7563 -0.3173
O -0.06883 2.15543 -2.38576 0.9565 4.3444 0.5297
H -0.61687 2.53340 -1.62095 0.0272 -1.3518 -0.3191
H 0.41376 3.06897 -2.51434 -0.8135 -2.8282 -0.2766
O 0.26091 -2.51726 -0.54910 0.6162 0.0787 0.7503
H 1.13389 -2.78072 -0.18915 -0.8118 0.1466 -0.2401
H -0.04967 -1.76224 0.03400 0.4672 -0.2138 -1.0087
O 1.50647 -1.19497 -2.75975 -2.4486 1.4277 2.7699
H 0.96791 -1.69522 -2.03502 1.5048 0.0020 -1.8273
H 2.07269 -1.64226 -3.34675 0.6489 -1.3976 -0.5221
O -1.30237 2.47143 0.00318 0.1390 1.5846 -0.2158
H -2.23719 2.48689 -0.25872 0.5763 -0.8957 0.4608
H -0.87104 1.59367 0.16511 -1.1581 -0.4144 -0.5136
O 2.52542 1.21559 -0.76584 2.8204 2.5619 -0.2180
H 3.23304 1.95606 -0.64212 -1.4916 -1.7692 -1.5457
H 2.32935 1.25640 0.14802 -1.3583 -0.8453 1.8687